1.
Here is the ion C2H3NO3P with charge -1 from the Open Molecules 2025 dataset. Energies are from ωB97M-V/def2-TZVPD.

Properties
Molecular weight: 120.024 g mol⁻¹
Net charge: -1
Frontier orbital gap: 0.20465 hartree
SMILES: O=POC/C=N\[O-]
Highest occupied orbital energy: -2.449 eV

Geometry (Å):
C1 -0.13 -0.33 0.45
C2 0.65 0.82 0.87
N1 1.82 1.03 0.35
O1 -1.51 -0.17 0.66
O2 2.30 0.24 -0.47
O3 -3.88 0.17 0.19
P1 -2.61 0.40 -0.48
H1 0.24 -0.58 -0.53
H2 0.01 -1.33 0.96
H3 0.41 1.51 1.80

Mulliken atomic charge list, values in e, 5 entries: -0.204, -0.224, -0.428, -0.185, -0.607

2.
Here is the ion C2H3NO3P with charge -1 from the Open Molecules 2025 dataset. Energies are from ωB97M-V/def2-TZVPD.

Properties
Molecular weight: 120.024 g mol⁻¹
Net charge: -1
Frontier orbital gap: 0.32731 hartree
SMILES: O=C/N=C(\[O-])OP
Highest occupied orbital energy: -4.911 eV

Geometry (Å):
C1 1.19 -1.37 -1.48
C2 -0.62 -0.38 -0.33
N1 0.57 -0.37 -0.91
O1 -0.78 0.60 0.80
O2 2.14 -1.23 -2.29
O3 -1.58 -1.08 -0.53
P1 -0.04 1.86 1.46
H1 0.63 -2.33 -1.24
H2 -1.09 2.74 1.54
H3 -0.43 1.56 2.99

Mulliken atomic charge list, values in e, 5 entries: 0.087, 0.717, -0.432, -0.272, -0.635

Result of the stability comparison: 1 is the least stable of them.

1.
Here is a cluster of 2 separate species, C3H10N3 in total from the Open Molecules 2025 dataset. Energies are from ωB97M-V/def2-TZVPD.

Properties
Molecular weight: 88.134 g mol⁻¹
Net charge: +1
Frontier orbital gap (spin up / spin down): 0.29599 / 0.31097 hartree
Highest occupied orbital energy (spin up / spin down): -13.700 / -13.722 eV

Geometry (Å):
C1 0.93 -0.87 0.28
C2 -0.71 1.75 0.62
C3 -1.42 0.09 -1.02
N1 1.54 -0.89 1.43
N2 1.37 -1.35 -0.84
N3 -1.04 0.40 0.26
H1 -1.69 2.26 1.14
H2 -0.43 2.42 -0.19
H3 -0.07 1.74 1.52
H4 -1.43 -1.08 -0.96
H5 -0.70 0.24 -1.97
H6 -2.46 0.49 -1.40
H7 2.41 -1.48 1.69
H8 1.04 -0.50 2.20
H9 1.88 -2.19 -1.08
H10 0.78 -1.03 -1.69

Mulliken atomic charge list, values in e, 5 entries: 0.379, -0.768, -0.837, -0.327, -0.283

2.
Here is the ion C3H10N3 with charge +1 from the Open Molecules 2025 dataset. Energies are from ωB97M-V/def2-TZVPD.

Properties
Molecular weight: 88.134 g mol⁻¹
Net charge: +1
Frontier orbital gap: 0.41529 hartree
SMILES: CCNC(N)=[NH2+]
Highest occupied orbital energy: -14.697 eV

Geometry (Å):
C1 2.22 1.80 -0.41
C2 0.66 1.39 -0.45
N1 0.44 -0.13 0.04
C3 -0.72 -0.73 0.29
N2 -0.68 -2.18 0.24
N3 -1.93 -0.24 0.38
H1 2.48 1.94 0.68
H2 2.26 2.66 -1.14
H3 2.88 0.97 -0.77
H4 0.13 2.01 0.31
H5 0.17 1.50 -1.46
H6 1.29 -0.57 -0.20
H7 -1.04 -2.63 -0.66
H8 -0.97 -2.81 1.04
H9 -2.74 -0.76 0.67
H10 -2.17 0.72 0.31

Mulliken atomic charge list, values in e, 5 entries: -1.011, -0.444, -0.150, 0.501, -0.571

3.
Here is the ion C3H10N3 with charge +1 from the Open Molecules 2025 dataset. Energies are from ωB97M-V/def2-TZVPD.

Properties
Molecular weight: 88.134 g mol⁻¹
Net charge: +1
Frontier orbital gap: 0.36666 hartree
SMILES: NC(N)[C@H]1C[NH2+]1
Highest occupied orbital energy: -13.235 eV

Geometry (Å):
C1 1.26 0.58 -1.22
C2 0.19 0.65 -0.20
C3 -0.07 -0.51 0.69
N1 -0.11 0.05 1.99
N2 -1.27 -1.22 0.39
N3 -0.13 0.69 -1.66
H1 2.10 1.39 -1.35
H2 1.69 -0.35 -1.59
H3 -0.01 1.62 0.36
H4 0.96 -1.20 0.60
H5 0.54 0.79 2.23
H6 -0.42 -0.63 2.68
H7 -1.13 -2.13 0.55
H8 -1.99 -0.96 1.08
H9 -0.43 1.64 -1.80
H10 -0.56 -0.05 -2.28

Mulliken atomic charge list, values in e, 5 entries: -0.592, -0.440, 0.618, -0.680, -0.635

4.
Here is the ion C3H10N3 with charge +1 from the Open Molecules 2025 dataset. Energies are from ωB97M-V/def2-TZVPD.

Properties
Molecular weight: 88.134 g mol⁻¹
Net charge: +1
Frontier orbital gap: 0.41433 hartree
SMILES: CCNC(N)=[NH2+]
Highest occupied orbital energy: -14.649 eV

Geometry (Å):
C1 -0.24 -2.33 -0.30
C2 0.27 -1.08 0.39
N1 -0.57 0.09 0.05
C3 0.06 1.32 0.05
N2 -0.08 2.07 -1.04
N3 0.50 1.77 1.20
H1 -0.57 -2.21 -1.35
H2 -1.10 -2.85 0.12
H3 0.50 -3.11 -0.47
H4 0.12 -1.32 1.44
H5 1.34 -0.94 0.26
H6 -1.20 -0.04 -0.72
H7 -0.27 1.58 -1.89
H8 0.10 3.06 -1.08
H9 0.66 2.75 1.29
H10 0.47 1.24 2.06

Mulliken atomic charge list, values in e, 5 entries: -1.303, -0.214, -0.266, 0.633, -0.380

Result of the stability comparison: 1 is the least stable of them.

1.
Here is the ion C6H12NO with charge +1 from the Open Molecules 2025 dataset. Energies are from ωB97M-V/def2-TZVPD.

Properties
Molecular weight: 114.168 g mol⁻¹
Net charge: +1
Frontier orbital gap: 0.37529 hartree
Highest occupied orbital energy: -14.080 eV

Geometry (Å):
C1 -2.08 -0.20 -0.09
C2 -1.00 -1.01 -0.68
C3 -1.34 1.25 0.02
C4 0.68 -0.06 0.10
C5 1.54 0.24 -1.12
C6 1.21 -1.05 1.12
N1 -0.16 0.99 0.81
O1 -3.26 -0.28 -0.04
H1 -1.13 -2.04 -0.53
H2 -1.01 -0.74 -1.80
H3 -0.93 1.59 -0.92
H4 -2.14 1.91 0.44
H5 1.02 0.99 -1.64
H6 1.77 -0.50 -1.86
H7 2.64 0.58 -0.73
H8 1.72 -1.81 0.73
H9 0.50 -1.60 1.75
H10 1.82 -0.62 1.77
H11 0.50 1.75 1.00
H12 -0.35 0.61 1.69

Mulliken atomic charge list, values in e, 5 entries: 0.595, -0.694, -0.592, 0.720, -1.314

2.
Here is a cluster of 2 separate species, C6H12NO in total from the Open Molecules 2025 dataset. Energies are from ωB97M-V/def2-TZVPD.

Properties
Molecular weight: 114.168 g mol⁻¹
Net charge: +1
Frontier orbital gap (spin up / spin down): 0.34945 / 0.21029 hartree
Highest occupied orbital energy (spin up / spin down): -12.690 / -10.830 eV

Geometry (Å):
C1 -1.22 -2.50 0.65
C2 -0.91 -1.42 0.18
C3 -0.50 0.27 -1.79
C4 -1.65 1.68 1.04
C5 2.58 -1.30 -0.08
C6 -0.71 -0.13 -0.34
N1 -0.48 0.89 0.72
O1 2.47 0.01 -0.35
H1 -1.60 -3.39 0.93
H2 0.20 -0.48 -2.22
H3 -1.33 0.52 -2.39
H4 0.20 1.07 -1.72
H5 -2.31 1.16 1.78
H6 -1.38 2.58 1.57
H7 -2.14 1.91 0.17
H8 1.71 -1.93 -0.09
H9 3.45 -1.55 0.53
H10 0.23 1.61 0.35
H11 0.06 0.60 1.46
H12 3.34 0.40 -0.40

Mulliken atomic charge list, values in e, 5 entries: 0.182, -0.556, -1.060, -0.831, -0.580

Result of the stability comparison: 2 is the least stable of them.

1.
Here is a cluster of 2 separate species, C6H12NO in total from the Open Molecules 2025 dataset. Energies are from ωB97M-V/def2-TZVPD.

Properties
Molecular weight: 114.168 g mol⁻¹
Net charge: +1
Frontier orbital gap: 0.11295 hartree
Highest occupied orbital energy: -12.067 eV

Geometry (Å):
O1 2.38 0.00 0.73
C1 1.49 0.56 1.46
C2 0.26 1.03 1.03
C3 -0.37 0.83 -0.29
C4 -1.53 -0.21 -0.26
C5 -2.81 0.05 -0.73
C6 -4.00 -0.94 -0.59
N1 5.48 -0.28 -0.40
H1 1.65 0.65 2.58
H2 -0.31 1.45 1.78
H3 -0.84 1.80 -0.68
H4 0.22 0.43 -1.04
H5 -1.32 -1.14 0.32
H6 -3.26 0.94 -1.09
H7 -4.26 -1.41 -1.55
H8 -3.59 -1.79 -0.04
H9 -4.89 -0.55 -0.08
H10 5.47 -0.66 -1.28
H11 4.47 0.04 -0.21
H12 5.79 -0.83 0.35

Mulliken atomic charge list, values in e, 5 entries: -0.337, 0.006, 0.088, -0.391, -0.322

2.
Here is a cluster of 2 separate species, C6H12NO in total from the Open Molecules 2025 dataset. Energies are from ωB97M-V/def2-TZVPD.

Properties
Molecular weight: 114.168 g mol⁻¹
Net charge: +1
Frontier orbital gap: 0.28978 hartree
Highest occupied orbital energy: -12.927 eV

Geometry (Å):
C1 3.00 -0.80 0.27
C2 -3.06 -1.08 -0.57
C3 2.53 0.53 -0.21
C4 -2.50 0.13 -0.51
C5 1.35 0.76 -0.76
C6 -1.46 0.53 0.41
N1 -0.94 -0.28 1.31
O1 -1.02 1.75 0.43
H1 3.37 -0.73 1.29
H2 3.83 -1.14 -0.35
H3 -3.86 -1.28 -1.28
H4 -2.77 -1.91 0.05
H5 3.24 1.34 -0.10
H6 -2.85 0.91 -1.17
H7 1.08 1.73 -1.14
H8 0.66 -0.05 -0.95
H9 -1.23 -1.24 1.39
H10 2.21 -1.55 0.23
H11 -0.20 0.06 1.91
H12 -1.38 2.33 -0.26

Mulliken atomic charge list, values in e, 5 entries: -1.076, -0.886, 0.082, -0.098, -0.739

3.
Here is the ion C6H12NO with charge +1 from the Open Molecules 2025 dataset. Energies are from ωB97M-V/def2-TZVPD.

Properties
Molecular weight: 114.168 g mol⁻¹
Net charge: +1
Frontier orbital gap: 0.40919 hartree
SMILES: CC1(C)[NH2+][C@@]1(C)C=O
Highest occupied orbital energy: -14.649 eV

Geometry (Å):
C1 2.37 0.53 -0.04
C2 1.04 -0.16 -0.22
C3 -0.27 0.50 0.03
C4 1.22 -1.84 -0.02
C5 -1.48 -0.31 0.54
C6 -0.46 1.99 0.19
N1 0.15 0.02 -1.39
O1 2.86 0.33 1.03
H1 2.77 1.21 -0.86
H2 0.25 -2.24 0.12
H3 1.81 -1.91 0.85
H4 1.70 -2.07 -0.92
H5 -2.16 0.47 0.70
H6 -1.02 -0.81 1.41
H7 -1.89 -0.97 -0.29
H8 0.07 2.60 -0.48
H9 -0.09 2.19 1.24
H10 -1.55 2.32 0.22
H11 0.33 0.69 -2.15
H12 -0.42 -0.80 -1.67

Mulliken atomic charge list, values in e, 5 entries: -0.244, 1.071, 0.836, -1.273, -1.583

4.
Here is the ion C6H12NO with charge +1 from the Open Molecules 2025 dataset. Energies are from ωB97M-V/def2-TZVPD.

Properties
Molecular weight: 114.168 g mol⁻¹
Net charge: +1
Frontier orbital gap: 0.31693 hartree
SMILES: C=[N+](CC)CCC=O
Highest occupied orbital energy: -13.596 eV

Geometry (Å):
C1 -0.40 -1.46 -0.23
C2 -0.96 -0.05 -0.14
C3 -0.52 0.83 1.93
C4 -1.32 -2.37 -1.20
C5 1.83 0.93 -0.69
C6 0.86 1.63 0.17
N1 -0.11 0.80 0.74
O1 -2.39 -2.14 -1.64
H1 0.61 -1.47 -0.65
H2 -0.41 -1.92 0.72
H3 -0.94 0.32 -1.22
H4 -1.92 -0.10 0.40
H5 -1.34 0.26 2.27
H6 -0.14 1.61 2.59
H7 -0.79 -3.28 -1.27
H8 2.84 1.19 -0.50
H9 1.86 -0.16 -0.36
H10 1.55 0.88 -1.74
H11 0.35 2.51 -0.20
H12 1.35 1.99 1.02

Mulliken atomic charge list, values in e, 5 entries: -0.478, -0.685, -0.131, -0.058, -1.067

Result of the stability comparison: 1 is the least stable of them.